Computed, not measured: a gas-phase ion, C4H5N2 (charge +1) at a distorted geometry, with ωB97M-V with the def2-TZVPD basis set.

Calculated values
Total charge: +1
E_HOMO, eV: -15.338
LUMO level, eV: -3.8
Structure (SMILES): C1=N[C@]12[C@@H]1C[N@@H+]12
Relative energy (zero: lowest compared OMol25 entry of this formula, charge and spin), kcal/mol: 93.0
E, a.u.: -264.4672

Element x y z (Å)
C1 1.8813 -0.7359 0.1315
N1 2.2473 0.4347 -0.1377
C2 0.7658 0.1215 0.0066
C3 -0.4094 0.7144 0.5760
C4 -1.4474 -0.2518 0.1472
N2 -0.4271 0.2538 -0.8044
H1 2.0665 -1.7331 0.4658
H2 -0.3342 1.6106 1.1498
H3 -1.2236 -1.2701 0.3562
H4 -2.5065 0.0838 -0.2510
H5 -0.6126 0.7720 -1.6400

Forces on atoms 1 to 2 (eV/Å):
-1.59 -0.64 0.46
-1.34 0.40 -0.27

Atom charges from the Löwdin analysis, given in e for atoms 1 to 8:
1 C 0.0297
2 N 0.2902
3 C -0.3016
4 C -0.0328
5 C 0.0717
6 N 0.1240
7 H 0.1362
8 H 0.1702



Computed, not measured: 2 unconnected molecules or ions with the total composition C4H5N2O2 at a distorted geometry, with ωB97M-V with the def2-TZVPD basis set.

Calculated values
Total charge: -1
E_HOMO, eV: -4.087
LUMO level, eV: 3.8
Relative energy (zero: lowest compared OMol25 entry of this formula, charge and spin), kcal/mol: 63.7
E, a.u.: -415.3896

Element x y z (Å)
C1 -1.5178 -0.2937 0.4610
C2 -2.3052 -0.9412 -0.3450
C3 -0.8728 1.0617 0.0068
C4 1.9992 -0.7290 0.0547
N1 -0.4852 0.9695 -1.2478
N2 2.7071 0.0700 0.7820
O1 -2.9336 -1.6653 -1.0009
O2 -0.9469 2.0442 0.8407
H1 -0.9866 -0.8911 1.1923
H2 0.9341 -0.7188 0.1286
H3 2.5015 -1.4783 -0.6904
H4 -0.1187 1.8878 -1.4498
H5 2.0250 0.6842 1.2678

Forces on atoms 1 to 2 (eV/Å):
0.71 0.72 -0.13
1.02 -0.57 0.65

Atom charges from the Löwdin analysis, given in e for atoms 1 to 8:
1 C -0.0827
2 C -0.2514
3 C -0.7002
4 C -0.1508
5 N 0.0341
6 N -0.0089
7 O 0.1200
8 O -0.1589



Computed, not measured: a molecular structure, C4H5N2O2P at a distorted geometry, with ωB97M-V with the def2-TZVPD basis set.

Calculated values
Total charge: 0
E_HOMO (alpha / beta), eV: -7.207 / -7.208
LUMO level (alpha / beta), eV: 0.1 / 0.1
Relative energy (zero: lowest compared OMol25 entry of this formula, charge and spin), kcal/mol: 46.4
E, a.u.: -756.5505

Element x y z (Å)
C1 1.2494 0.5150 -1.4485
C2 -0.0600 -0.1337 -1.7488
C3 1.2642 -0.0623 -0.2276
C4 -0.0948 -0.7887 -0.5613
N1 1.9758 -0.0263 0.8986
N2 -2.8392 0.9734 0.9381
O1 -2.6145 -0.1253 0.1974
O2 -2.1743 1.0939 1.9296
P1 -1.4903 -1.4301 0.3753
H1 1.8782 1.1972 -1.9803
H2 -0.7325 -0.0561 -2.5820
H3 2.7782 0.5763 0.9786
H4 1.8174 -0.7090 1.6206
H5 -0.9575 -1.0244 1.6104

Forces on atoms 1 to 2 (eV/Å):
0.34 0.43 -0.40
0.80 -0.41 0.57

Atom charges from the Löwdin analysis, given in e for atoms 1 to 8:
1 C -0.0692
2 C -0.0436
3 C -0.3335
4 C -0.4221
5 N 0.1638
6 N -0.1063
7 O -0.4288
8 O -0.0265



Computed, not measured: 2 unconnected molecules or ions with the total composition C4H5N2O4S at a distorted geometry, with ωB97M-V with the def2-TZVPD basis set.

Calculated values
Total charge: -1
E_HOMO (alpha / beta), eV: -4.490 / -5.501
LUMO level (alpha / beta), eV: 2.7 / 2.8
Relative energy (zero: lowest compared OMol25 entry of this formula, charge and spin), kcal/mol: 118.9
E, a.u.: -963.9756

Element x y z (Å)
C1 1.4320 0.1871 1.0925
C2 1.2266 0.0179 -1.2223
C3 1.6998 -0.6987 -0.0109
C4 -0.4798 0.6306 0.2173
N1 0.3068 0.7183 1.2911
N2 0.1060 0.6593 -1.0093
O1 -2.5959 -0.6835 1.1669
O2 -2.4354 -0.6909 -1.2235
O3 -0.7002 -1.7868 0.1472
O4 -1.7871 2.5550 -0.0029
S1 -1.7120 -0.6731 0.0430
H1 2.1779 0.4235 1.8787
H2 1.8470 0.0392 -2.1014
H3 2.6288 -1.1053 -0.0822
H4 0.7512 -1.5226 0.0402
H5 -2.4657 1.9298 -0.2245

Forces on atoms 1 to 2 (eV/Å):
1.65 -0.32 2.35
-2.24 1.15 2.70

Atom charges from the Löwdin analysis, given in e for atoms 1 to 8:
1 C -0.1512
2 C -0.0715
3 C -0.1667
4 C -0.4039
5 N 0.1392
6 N 0.0853
7 O -0.3200
8 O -0.3236



Computed, not measured: 2 unconnected molecules or ions with the total composition C4H5N2P at a distorted geometry, with ωB97M-V with the def2-TZVPD basis set.

Calculated values
Total charge: 0
E_HOMO, eV: -7.971
LUMO level, eV: -0.1
Relative energy (zero: lowest compared OMol25 entry of this formula, charge and spin), kcal/mol: 86.9
E, a.u.: -606.1131

Element x y z (Å)
C1 1.9728 -0.5365 0.0659
C2 -0.8317 -1.9064 0.1998
C3 -1.0980 1.3898 -0.2027
C4 0.9231 0.2915 0.4189
N1 2.8420 -1.2415 -0.1626
N2 0.1417 0.8714 -0.4276
P1 -2.1042 -1.1800 -0.1323
H1 0.0178 -2.5409 0.3015
H2 -1.3832 1.3166 0.7890
H3 -1.6129 1.9811 -0.9742
H4 0.5857 0.3250 1.3912
H5 0.5467 1.2299 -1.2670

Forces on atoms 1 to 2 (eV/Å):
-0.03 0.53 -0.10
1.60 -1.05 0.22

Atom charges from the Löwdin analysis, given in e for atoms 1 to 8:
1 C -0.2719
2 C -0.5178
3 C -0.0978
4 C -0.2159
5 N 0.1409
6 N -0.1040
7 P 0.7620
8 H -0.0528



Computed, not measured: C4H5N3 in the gas phase at a distorted geometry, with ωB97M-V with the def2-TZVPD basis set.

Calculated values
Total charge: 0
E_HOMO, eV: -7.416
LUMO level, eV: 0.5
Relative energy (zero: lowest compared OMol25 entry of this formula, charge and spin), kcal/mol: 128.3
E, a.u.: -319.5077

Element x y z (Å)
C1 -2.0941 0.7830 -0.1850
C2 -2.3218 -0.4201 0.2843
C3 1.2635 0.0759 -0.3421
C4 2.6014 -0.0259 0.1562
N1 -0.7828 1.2174 -0.5392
N2 0.2156 0.5920 -0.1747
N3 -2.3783 -1.6382 0.4634
H1 -2.8184 1.6620 -0.1270
H2 2.8384 -1.0350 0.5033
H3 2.8850 0.7865 0.8590
H4 3.3213 0.1165 -0.5856
H5 -2.7297 -2.1140 -0.3126

Forces on atoms 1 to 2 (eV/Å):
-0.21 2.14 1.12
0.05 -0.99 -0.95

Atom charges from the Löwdin analysis, given in e for atoms 1 to 8:
1 C -0.1657
2 C -0.1814
3 C -0.0441
4 C -0.0870
5 N -0.0092
6 N -0.0313
7 N 0.1325
8 H 0.1153



Computed, not measured: C4H5N3 in the gas phase at a distorted geometry, with ωB97M-V with the def2-TZVPD basis set.

Calculated values
Total charge: 0
E_HOMO, eV: -8.355
LUMO level, eV: 0.8
Structure (SMILES): Nc1cncnc1
Relative energy (zero: lowest compared OMol25 entry of this formula, charge and spin), kcal/mol: 40.4
E, a.u.: -319.6478

Element x y z (Å)
N1 -2.0417 0.1753 0.1133
C1 -0.6538 -0.0385 0.0483
C2 0.0970 1.1292 -0.0688
N2 1.4405 1.0870 -0.0868
C3 2.1064 -0.0359 -0.0801
N3 1.5267 -1.3487 -0.1207
C4 0.1969 -1.3776 -0.0266
H1 -2.4467 1.0895 -0.1053
H2 -2.7335 -0.5353 0.2700
H3 -0.3260 2.1579 -0.1210
H4 3.1839 0.0970 0.1612
H5 -0.3369 -2.3697 0.0158

Forces on atoms 1 to 2 (eV/Å):
0.19 -0.61 -0.01
0.95 -0.82 -0.60

Atom charges from the Löwdin analysis, given in e for atoms 1 to 8:
1 N 0.0601
2 C -0.2203
3 C -0.1383
4 N 0.0261
5 C -0.2117
6 N 0.0424
7 C -0.0651
8 H 0.0965



Computed, not measured: 2 unconnected molecules or ions with the total composition C4H5N3 at a distorted geometry, with ωB97M-V with the def2-TZVPD basis set.

Calculated values
Total charge: 0
E_HOMO, eV: -8.565
LUMO level, eV: 0.2
Structure (SMILES): N#CC=C=N.C=N
Relative energy (zero: lowest compared OMol25 entry of this formula, charge and spin), kcal/mol: 113.1
E, a.u.: -319.5320

Element x y z (Å)
N1 -2.9068 1.3920 -0.0209
C1 -1.9854 0.7154 0.0042
C2 -0.8968 -0.2809 -0.0473
C3 -1.2251 -1.5426 -0.0843
N2 -1.4733 -2.6467 -0.5016
H1 0.1122 0.0897 0.2083
H2 -2.3474 -3.3150 -0.2149
C4 2.3672 1.1300 0.5206
N3 1.3686 0.8650 -0.2591
H3 3.3273 1.5260 0.0911
H4 2.1727 1.4104 1.5117
H5 1.4867 0.6567 -1.2078

Forces on atoms 1 to 2 (eV/Å):
-0.69 0.88 0.17
1.81 -2.24 -0.82

Atom charges from the Löwdin analysis, given in e for atoms 1 to 8:
1 N 0.1082
2 C -0.2454
3 C -0.1359
4 C -0.2184
5 N 0.1292
6 H 0.0022
7 H 0.1657
8 C -0.0205